Computed, not measured: a cluster of 13 separate species, C21H68N4O13 in total, with ωB97M-V/def2-TZVPD.

```
106
Properties=species:S:1:pos:R:3:forces:R:3
O 0.78948 3.11051 -0.22526 0.82 0.38 -0.32
O 4.36826 -1.11607 2.39495 1.65 1.04 -0.29
O -2.94466 4.80317 0.41278 2.32 1.19 0.84
O -0.50390 -4.02623 2.49584 -1.14 -1.06 -0.87
O -1.94614 -2.53024 -0.67105 -4.63 3.51 1.07
O -3.64718 -2.44474 3.80500 -1.26 -1.75 0.88
O -3.49274 3.74191 -3.97502 -1.04 0.84 -1.52
O -0.32876 0.50210 -0.03456 -0.95 -1.26 0.75
O 0.96022 1.44919 4.86223 -0.10 -0.25 0.51
O -0.04298 0.51602 -4.61428 0.25 1.23 0.70
O 0.00557 -3.22345 -2.18841 1.18 -0.27 -2.44
O 3.38193 -1.96907 -0.05778 0.59 -1.56 -7.03
O 2.14131 2.12741 -2.72176 -0.19 0.96 2.16
N 2.50992 -2.40151 -2.29168 -1.72 1.20 0.01
N -4.24525 -2.13510 -0.52059 -1.18 1.29 0.66
N -2.83234 -0.40053 -0.27216 -1.33 2.57 0.10
N 4.58445 -2.77986 -1.97056 6.05 -0.31 1.87
C 0.49972 -0.62133 0.25299 -0.18 -0.46 -0.01
C 0.59690 5.52748 -0.07383 -0.67 0.44 0.20
C 2.33476 1.42147 2.82163 0.20 1.35 0.00
C 1.31235 4.27013 0.42804 -0.44 0.88 -0.11
C -1.44078 -4.68262 -3.22571 -0.13 0.04 0.53
C -3.47118 -1.21824 3.22685 0.20 1.10 -2.20
C -0.43747 0.34248 -3.23814 -1.46 -1.45 -0.31
C 3.29357 -1.58651 3.13845 -0.38 -1.67 -1.73
C 1.03496 1.00049 3.52933 0.55 -0.19 -1.76
C 3.54845 1.35719 -0.83646 0.23 0.38 -0.70
C -2.82088 2.79986 -2.01088 2.86 -2.35 -0.55
C -2.43777 2.72458 1.60128 1.08 -0.18 -0.08
C -2.99376 -1.67452 -0.45863 4.74 -4.39 -1.64
C -3.04571 2.53101 -3.49534 -0.63 -0.75 2.46
C -2.77487 4.23583 1.68731 0.82 -1.09 0.44
C -2.03395 -1.15167 2.80181 0.75 1.45 0.83
C 0.43686 -4.00024 1.43955 1.52 0.62 0.46
C 3.53911 -3.05462 3.38263 -0.80 -0.23 0.19
C 2.94903 1.09825 -2.20208 0.71 -1.65 -0.21
C 3.48830 -2.29944 -1.42257 -0.78 0.14 6.21
C -0.51724 -3.54757 -3.53016 -1.94 1.50 3.06
H -1.92993 0.05669 -0.37226 0.43 -0.15 0.31
H 4.73558 -3.01987 -2.94062 -0.52 0.12 0.30
H 3.27438 1.18619 3.39020 -1.01 0.16 -0.58
H 3.85188 -3.59760 2.47049 -0.50 0.25 0.41
H 0.15432 1.36672 2.91995 0.75 -0.53 0.57
H 1.55578 -2.50088 -1.98900 -0.69 0.03 -0.06
H -1.97374 -5.03018 -4.06865 -0.61 -0.53 -1.08
H 4.27405 2.15468 -0.83647 0.17 0.59 -0.21
H -1.52582 0.09601 -3.22400 0.43 0.39 0.06
H -2.06398 3.55775 -1.82243 -0.19 0.35 -0.20
H -0.50065 5.40927 0.03904 0.54 -0.11 -0.37
H 2.70794 -2.59147 -3.25397 0.01 -0.19 -0.04
H 2.68098 -3.50628 3.88976 -0.05 -0.31 -0.34
H -4.19275 -1.03907 2.38346 0.60 -0.32 0.28
H 1.10193 -0.11698 3.45710 -0.83 0.93 0.83
H 1.01746 -4.93023 1.33190 -0.13 -0.04 0.54
H -1.68739 -1.95705 2.18955 -0.14 -0.28 -0.78
H -0.86502 -5.49328 -2.77962 -0.14 -0.05 0.00
H 4.09047 0.49735 -0.47161 -0.19 -0.52 0.05
H 2.40729 1.08088 1.79086 0.04 -0.88 0.26
H -3.65954 4.35998 2.27263 -0.84 0.19 0.49
H -0.00606 -0.56346 -2.82255 0.52 0.05 0.22
H -1.08234 -2.65943 -3.89142 0.24 -0.42 0.03
H 0.85159 5.73799 -1.13442 -0.23 -0.17 0.59
H -2.16761 -4.30263 -2.49248 0.18 -0.35 -0.15
H 1.20020 3.13244 -1.10327 -0.22 -0.37 -0.23
H 2.78038 1.61621 -0.14987 -0.62 0.13 0.74
H -0.77785 -2.95595 -1.71683 -0.93 0.58 1.12
H 0.81742 6.44153 0.51759 0.32 -0.58 -0.27
H 0.23177 -3.74158 -4.21079 1.96 -0.61 -1.19
H -0.22559 -3.58275 3.28314 0.62 0.37 0.34
H -4.97173 -1.56330 -0.06624 0.49 -0.92 -0.54
H 4.32981 -3.09308 4.09219 0.96 -0.29 0.55
H 2.28829 2.49604 2.57727 0.24 0.10 0.76
H 3.75869 0.92185 -2.91138 0.26 -0.07 -0.09
H -0.03540 -1.32405 0.89301 -0.03 0.20 -0.09
H 5.48511 -2.81851 -1.37780 -2.29 0.31 -1.36
H 4.53104 -1.67425 1.59345 -0.88 0.61 0.84
H -3.63499 -0.37318 3.86218 -0.39 0.44 1.05
H -4.34332 -3.10702 -0.62112 -0.30 -1.11 0.11
H -0.28900 1.18221 -2.54184 0.42 -0.06 -1.00
H -3.66264 0.22973 -0.27461 1.15 -0.95 0.03
H 0.96151 2.41623 4.93192 0.06 -0.44 -0.45
H -1.75686 -0.13834 2.47506 -0.19 -0.39 -0.64
H -3.71245 3.03455 -1.51251 -1.28 0.23 0.63
H -2.55586 2.15252 2.54593 -0.33 0.55 -0.40
H -1.36035 2.57712 1.34826 -0.77 0.18 -0.13
H -1.98431 4.78947 2.21721 -0.12 -0.20 -0.35
H 0.26948 1.17539 -0.25455 0.97 2.14 -0.42
H -2.32871 1.87099 -1.60061 -0.76 0.78 0.06
H -1.42927 -1.21131 3.70749 -0.04 -0.31 0.37
H 0.68810 -1.12346 -0.69276 0.43 -0.20 0.16
H 2.09185 2.03543 -3.64780 -0.29 -0.20 -1.62
H -0.04801 -3.91669 0.45304 -0.06 0.69 0.61
H 0.17538 -0.31305 -5.03900 -0.09 -0.29 0.35
H -4.49705 -2.81855 3.53138 0.39 0.11 0.30
H -2.16497 2.18282 -3.98730 0.75 -0.18 -0.42
H 3.07505 -1.09714 4.06216 0.77 0.81 0.73
H -4.15321 3.49230 -4.62210 -0.16 0.67 -0.44
H -3.74204 4.48215 0.09510 -2.29 -0.80 -1.19
H 2.38843 4.43293 0.29784 0.04 -0.57 -0.18
H 2.40610 -1.40998 2.55173 -0.75 -0.27 -0.40
H -3.82015 1.72635 -3.56056 0.39 0.45 -0.22
H -3.01326 2.23215 0.78965 0.16 0.32 0.57
H 1.41758 -0.30474 0.75323 -0.03 -0.20 -0.28
H 1.15199 4.11774 1.48323 -0.18 0.02 0.41
H 2.40395 0.13213 -2.15308 -0.08 0.57 -0.01
H 1.18846 -3.19397 1.70277 -0.72 -0.71 -1.13
```
Positions in Å, forces in eV/Å.

## Properties
2S+1 = 1
Relative energy (zero: lowest compared OMol25 entry of this formula, charge and spin) = 0.000 eV
Frontier orbital gap = 0.3418 Eh
E_HOMO = -0.3345 Eh
Max |F| = 0.140 hartree/bohr